# 1
Here is an isolated molecule of CH4FPS2 from the OMol25 dataset. Energies are from ωB97M-V/def2-TZVPD.

XYZ file:
```
9
Properties=species:S:1:pos:R:3
C -0.854 0.494 -0.883
P 0.501 0.489 0.286
F 1.795 0.118 -0.666
S 0.705 1.865 1.644
S 0.138 -1.849 1.364
H -0.839 -0.368 -1.638
H -1.601 0.267 -0.071
H -1.160 1.439 -1.372
H 1.315 -2.455 1.338
```

**Orbital gap**: 8.39 eV
**Total charge**: 0
**HOMO**: -9.3 eV
**SMILES**: C[P@@](F)(=S)S

# 2
Here is a cluster of 2 separate species, CH4FPS2 in total from the OMol25 dataset. Energies are from ωB97M-V/def2-TZVPD.

XYZ file:
```
9
Properties=species:S:1:pos:R:3
C 0.206 -1.392 -0.215
F 0.927 0.488 1.588
P 0.730 0.431 -0.093
S 2.468 0.841 -0.883
S -2.138 2.456 -0.331
H 1.102 -1.999 -0.347
H -0.378 -1.466 0.630
H -0.250 -1.504 -1.259
H -2.667 2.146 0.910
```

**Orbital gap (alpha / beta)**: 7.52 / 6.75 eV
**Total charge**: 0
**HOMO (alpha / beta)**: -10.0 / -9.2 eV

# 3
Here is a cluster of 2 separate species, CH4IN in total from the OMol25 dataset. Energies are from ωB97M-V/def2-TZVPD.

XYZ file:
```
7
Properties=species:S:1:pos:R:3
C -1.365 0.268 0.863
N 1.428 -0.809 -1.324
I 2.172 0.082 0.301
H -1.069 -0.677 0.415
H -1.392 0.936 -0.023
H -1.725 0.682 1.825
H 1.950 -0.481 -2.058
```

**Orbital gap (alpha / beta)**: 8.40 / 8.26 eV
**Spin multiplicity**: 3
**Total charge**: 0
**HOMO (alpha / beta)**: -8.5 / -9.6 eV

# 4
Here is the ion CH4IN2O with charge +1 from the OMol25 dataset. Energies are from ωB97M-V/def2-TZVPD.

XYZ file:
```
9
Properties=species:S:1:pos:R:3
N 0.007 0.410 1.303
C -0.004 -0.537 0.431
I -0.605 -2.750 0.983
N 0.245 -0.467 -0.848
O 0.038 -1.492 -1.702
H 0.592 1.242 0.925
H -0.214 0.156 2.213
H 0.238 0.360 -1.475
H 0.743 -1.947 -2.039
```

**Orbital gap**: 8.89 eV
**Total charge**: +1
**HOMO**: -14.5 eV
**SMILES**: N/C(I)=[NH+]/O

# 5
Here is a structure of composition CH4IOPS from the OMol25 dataset. Energies are from ωB97M-V/def2-TZVPD.

XYZ file:
```
9
Properties=species:S:1:pos:R:3
C 1.476 1.455 -0.209
O -0.161 -2.506 0.334
P -1.269 -0.078 -1.112
S -1.396 -1.412 0.539
I -3.150 1.257 -0.249
H 1.645 0.557 0.416
H 1.225 2.341 0.304
H 1.951 1.522 -1.126
H -0.322 -3.135 1.103
```

**Orbital gap (alpha / beta)**: 7.64 / 7.13 eV
**Total charge**: 0
**HOMO (alpha / beta)**: -8.6 / -7.6 eV

# 6
Here is an isolated molecule of CH4IOPS from the OMol25 dataset. Energies are from ωB97M-V/def2-TZVPD.

XYZ file:
```
9
Properties=species:S:1:pos:R:3
C 0.199 -0.343 0.632
P -1.169 0.896 -0.148
O -0.877 0.763 -1.711
S -1.208 2.741 0.459
I -3.249 -0.391 0.094
H 0.618 -0.884 -0.213
H 0.941 0.284 1.117
H -0.291 -1.009 1.332
H -1.208 1.530 -2.196
```

**Orbital gap**: 8.97 eV
**Total charge**: 0
**HOMO**: -9.2 eV
**SMILES**: C[P@](O)(=S)I

# 7
Here is a cluster of 2 separate species, CH4IPS2 in total from the OMol25 dataset. Energies are from ωB97M-V/def2-TZVPD.

XYZ file:
```
9
Properties=species:S:1:pos:R:3
C -1.619 0.250 0.768
P 2.416 -0.215 0.324
S -1.649 0.018 -1.078
S -0.531 -1.554 -1.305
I 3.198 1.501 -1.243
H -1.462 -0.708 1.254
H -2.351 1.068 0.927
H -0.634 0.669 1.152
H 2.632 -1.029 -0.799
```

**Orbital gap (alpha / beta)**: 7.08 / 6.74 eV
**Total charge**: 0
**HOMO (alpha / beta)**: -8.6 / -8.4 eV

# 8
Here is the ion CH4N with charge +1 from the OMol25 dataset. Energies are from ωB97M-V/def2-TZVPD.

XYZ file:
```
6
Properties=species:S:1:pos:R:3
C 0.506 0.317 0.315
N -0.456 -0.265 -0.294
H 0.256 0.829 1.240
H 1.538 0.086 0.075
H -0.210 -0.969 -0.987
H -1.400 -0.221 0.074
```

**Orbital gap**: 14.21 eV
**Total charge**: +1
**HOMO**: -20.5 eV
**SMILES**: C=[NH2+]

# 9
Here is an isolated molecule of CH4N2 from the OMol25 dataset. Energies are from ωB97M-V/def2-TZVPD.

XYZ file:
```
7
Properties=species:S:1:pos:R:3
C -1.000 -0.029 -0.494
N -0.220 0.371 0.362
N 1.114 -0.051 0.195
H -1.971 0.349 -0.388
H -0.790 -0.827 -1.182
H 1.374 -0.641 1.167
H 1.127 -0.946 -0.532
```

**Orbital gap**: 10.88 eV
**Total charge**: 0
**HOMO**: -9.8 eV
**SMILES**: C=NN

# 10
Here is an isolated molecule of CH4N2 from the OMol25 dataset. Energies are from ωB97M-V/def2-TZVPD.

XYZ file:
```
7
Properties=species:S:1:pos:R:3
C -0.800 0.184 -0.702
N -0.255 0.595 0.379
N 0.965 0.046 0.681
H -1.711 0.692 -0.991
H -0.333 -0.559 -1.340
H 1.069 -0.072 1.702
H 1.066 -0.886 0.271
```

**Orbital gap**: 10.54 eV
**Total charge**: 0
**HOMO**: -9.3 eV
**SMILES**: C=NN

# 11
Here is an isolated molecule of CH4N2 from the OMol25 dataset. Energies are from ωB97M-V/def2-TZVPD.

XYZ file:
```
7
Properties=species:S:1:pos:R:3
H 1.206 -1.111 0.202
N 1.270 -0.104 -0.037
C 0.094 0.423 0.041
N -1.065 -0.176 -0.042
H -0.070 1.448 -0.019
H -1.946 0.337 0.140
H -1.184 -1.244 -0.016
```

**Orbital gap**: 10.03 eV
**Total charge**: 0
**HOMO**: -9.1 eV
**SMILES**: [H]/N=C\N

# 12
Here is a cluster of 2 separate species, CH4N2O in total from the OMol25 dataset. Energies are from ωB97M-V/def2-TZVPD.

XYZ file:
```
8
Properties=species:S:1:pos:R:3
C -0.758 0.064 0.008
N -0.531 -1.230 -0.135
N 1.346 0.885 -0.075
O -1.603 0.878 -0.083
H 0.368 -1.387 0.203
H -1.247 -1.935 0.010
H 1.373 1.236 0.872
H 1.051 1.490 -0.799
```

**Orbital gap (alpha / beta)**: 9.05 / 9.05 eV
**Total charge**: 0
**HOMO (alpha / beta)**: -8.7 / -8.7 eV

Results for largest force on an atom: 0.057; 0.092; 0.071; 0.099; 0.049; 0.050; 0.052; 0.029; 0.105; 0.026; 0.111; 0.086 (in Eh/bohr, following the order of the records).
Results for calculated total energy: -34779.1899; -34777.2533; -10687.7067; -14220.3650; -31370.9813; -31375.7494; -40159.8822; -2583.9057; -4079.7099; -4080.5738; -4081.4035; -6127.1633 (in eV, following the order of the records).
Results for relative energy (zero: lowest compared OMol25 entry of this formula, charge and spin): 119.4; 306.3; 146.9; 102.5; 460.1; 0.0; 160.2; 13.5; 306.1; 222.7; 142.7; 322.7 (in kJ/mol, following the order of the records).